Version A
Formula: C14H19N3O5
Source: the Open Molecules 2025 dataset
Level of theory: the ωB97M-V functional and the def2-TZVPD basis

```
! wB97M-V def2-TZVPD RIJCOSX def2/J DEFGRID3
* xyz 0 1
O -4.04 1.84 0.19
O -0.99 0.16 1.40
O -1.85 2.73 0.04
O -6.28 -2.40 0.48
O 7.31 -0.89 0.60
N 1.48 -0.99 -1.08
N -1.02 0.10 -0.80
N -6.41 -0.18 1.32
C -3.45 -0.51 -0.22
C 5.99 -0.35 0.50
C 5.19 -0.15 1.61
C 1.07 -0.30 0.28
C 5.41 -0.35 -0.86
C -5.91 -1.23 0.36
C 1.83 1.03 0.08
C -5.00 -0.50 -0.68
C 4.15 0.40 -0.94
C -0.31 0.07 0.35
C 3.91 0.35 1.42
C -2.75 1.70 0.02
C -2.46 0.46 -0.73
C 3.34 0.66 0.12
H -2.89 -1.43 -0.72
H 2.43 -0.50 -1.43
H -6.96 -0.35 2.18
H 1.37 1.51 -0.90
H 5.72 -0.43 2.63
H -1.03 2.38 -0.47
H 1.74 1.93 0.82
H -5.32 -1.07 -1.75
H 3.75 0.45 -1.97
H 6.03 -0.90 -1.90
H 3.38 0.63 2.45
H -0.75 -0.45 -1.54
H -5.56 0.59 1.46
H -2.84 0.67 -1.78
H 1.48 -0.94 1.20
H 7.33 -1.53 -0.64
H -5.44 0.62 -0.71
H 1.73 -2.18 -1.30
H -3.35 -0.67 0.88
*
```

Computed properties:
highest occupied orbital energy: -9.2 eV
lowest unoccupied orbital energy: -0.6 eV

Atom charges from the Löwdin analysis, given in e for atoms 1 to 6: O -0.02; O 0.07; O 0.11; O 0.02; O -0.11; N -0.03

***

Version B
Formula: C14H19N3O5
Source: the Open Molecules 2025 dataset
Level of theory: the ωB97M-V functional and the def2-TZVPD basis

```
! wB97M-V def2-TZVPD RIJCOSX def2/J DEFGRID3
* xyz 0 1
O 4.42 0.54 -1.66
O 1.71 3.03 2.33
O -1.47 1.16 -0.36
O -6.29 -0.09 -2.64
O 2.84 1.34 3.36
N 0.26 1.26 0.93
N -1.44 -1.35 1.55
N 6.12 0.31 -0.18
C -2.50 -1.22 -1.29
C 2.49 0.56 0.52
C 1.99 1.87 2.46
C 3.91 0.79 0.76
C 1.47 0.79 1.54
C -1.11 -1.63 -0.86
C -3.92 0.19 -2.77
C -2.62 -0.36 -2.32
C -4.87 -1.23 -1.12
C -5.04 -0.35 -2.27
C -0.66 0.59 0.24
C -3.73 -1.72 -0.66
C 4.75 0.50 -0.48
C -0.63 -0.90 0.41
H 0.35 -1.23 0.54
H -1.84 0.07 -2.94
H -3.37 -2.35 0.14
H -0.85 -1.42 2.39
H 2.71 2.01 4.10
H -5.82 -1.54 -0.70
H -3.93 1.04 -3.44
H 6.78 0.30 -0.99
H 2.34 -0.40 0.07
H 4.05 1.80 1.20
H -0.97 -2.71 -0.70
H 6.32 0.11 0.83
H -0.57 -1.37 -1.73
H 4.28 0.07 1.43
H 2.11 1.23 -0.36
H 0.26 2.27 1.10
H -2.21 -0.79 1.73
H 1.41 -0.10 2.26
H -6.75 -1.07 -2.44
*
```

Computed properties:
structure (SMILES): NC(=O)CC[C@H](NC(=O)[C@@H](N)Cc1ccc(O)cc1)C(=O)O
highest occupied orbital energy: -7.9 eV
lowest unoccupied orbital energy: 0.1 eV

Atom charges from the Löwdin analysis, given in e for atoms 1 to 6: O 0.06; O 0.14; O 0.15; O 0.01; O 0.10; N 0.13

***

Each structure's energy above the most stable one, in eV: version A 6.811; version B 0.000.

***

Version A
Formula: C6H14NO
Source: the Open Molecules 2025 dataset
Level of theory: the ωB97M-V functional and the def2-TZVPD basis

```
! wB97M-V def2-TZVPD RIJCOSX def2/J DEFGRID3
* xyz 0 2
O -0.76 4.60 -1.49
N 0.77 -1.70 1.89
C -0.20 -1.46 -0.38
C 1.56 -0.45 1.74
C -0.43 -1.53 1.00
C -0.62 2.31 -1.17
C -0.15 3.50 -1.98
C -0.54 -2.91 0.13
H -0.94 -1.02 -1.02
H 2.60 -0.62 2.00
H 1.00 3.62 -1.87
H -1.54 -3.15 -0.28
H -0.40 2.42 -0.11
H -1.69 2.18 -1.40
H -1.09 -3.47 1.44
H 0.21 -3.65 -0.01
H 1.46 -0.20 0.70
H 1.19 0.26 2.49
H -1.16 -0.86 1.44
H -0.40 3.20 -3.03
H -0.18 1.32 -1.42
H 1.30 -2.40 1.32
*
```

Computed properties:
⟨S²⟩: 0.75
highest occupied orbital energy (spin up / spin down): -8.0 / -8.0 eV
lowest unoccupied orbital energy (spin up / spin down): 0.1 / -1.5 eV

Atom charges from the Löwdin analysis, given in e for atoms 1 to 6: O 0.02; N -0.10; C -0.10; C -0.13; C -0.38; C -0.13

***

Version B
Formula: C6H14NO
Source: the Open Molecules 2025 dataset
Level of theory: the ωB97M-V functional and the def2-TZVPD basis

```
! wB97M-V def2-TZVPD RIJCOSX def2/J DEFGRID3
* xyz 0 2
O 1.28 -1.74 0.54
N 0.96 -0.14 2.54
C -1.31 -0.80 -0.27
C 0.79 -0.34 -1.72
C -1.69 -0.08 -1.59
C -0.44 1.67 -0.34
C -0.35 0.32 -1.03
C 0.37 2.19 0.64
H 0.22 3.26 0.73
H 0.93 1.48 1.44
H -1.22 -1.92 -0.37
H 1.88 -2.46 0.87
H 0.10 -0.26 3.08
H 0.52 -0.70 -2.72
H -1.71 -0.85 -2.32
H 1.67 -0.50 3.16
H -1.35 2.29 -0.63
H -1.68 -0.53 0.72
H 1.56 0.48 -1.85
H 0.87 -0.76 1.73
H -2.59 0.52 -1.58
H 1.18 -1.14 -1.06
*
```

Computed properties:
⟨S²⟩: 0.76
highest occupied orbital energy (spin up / spin down): -8.3 / -8.3 eV
lowest unoccupied orbital energy (spin up / spin down): 0.6 / -2.6 eV

Atom charges from the Löwdin analysis, given in e for atoms 1 to 6: O -0.08; N 0.03; C -0.09; C -0.05; C -0.14; C -0.14

***

Each structure's energy above the most stable one, in eV: version A 3.150; version B 0.000.

***

Version A
Formula: C5H8BrN2
Source: the Open Molecules 2025 dataset
Level of theory: the ωB97M-V functional and the def2-TZVPD basis

```
! wB97M-V def2-TZVPD RIJCOSX def2/J DEFGRID3
* xyz 1 1
Br 2.38 -0.41 -0.45
N -0.02 -0.55 1.35
N 1.00 1.53 1.02
C -0.89 -0.69 -1.29
C -1.09 -1.69 -0.45
C -0.25 0.62 -0.94
C -0.64 -1.57 0.89
C 0.62 0.37 0.22
H 0.45 1.18 -1.66
H 1.17 1.24 2.03
H -1.70 -2.44 -0.82
H 0.46 2.29 0.74
H 1.95 1.82 0.85
H -1.18 -2.32 1.48
H -1.28 -0.83 -2.28
H -0.98 1.44 -0.68
*
```

Computed properties:
structure (SMILES): [NH3+][C@]1(Br)CC=CC=N1
highest occupied orbital energy: -14.0 eV
lowest unoccupied orbital energy: -4.4 eV

Atom charges from the Löwdin analysis, given in e for atoms 1 to 6: Br 0.76; N 0.10; N 0.19; C -0.05; C -0.06; C -0.20

***

Version B
Formula: C5H8BrN2
Source: the Open Molecules 2025 dataset
Level of theory: the ωB97M-V functional and the def2-TZVPD basis

```
! wB97M-V def2-TZVPD RIJCOSX def2/J DEFGRID3
* xyz 1 1
Br 2.90 1.88 0.79
N -0.60 0.00 -0.22
N 1.16 1.21 -0.14
C 0.72 0.03 0.13
C 1.30 -1.20 0.69
C 0.22 1.97 -0.74
C -0.90 1.19 -0.88
C -1.58 -1.00 -0.03
H -1.33 -2.09 0.06
H 0.64 -1.58 1.46
H 2.39 -1.10 0.98
H -2.10 -0.81 0.92
H -2.39 -0.87 -0.74
H -1.93 1.30 -1.25
H 1.30 -1.97 0.00
H 0.20 3.06 -1.04
*
```

Computed properties:
structure (SMILES): Cc1n(C)cc[n+]1Br
highest occupied orbital energy: -14.0 eV
lowest unoccupied orbital energy: -6.2 eV

Atom charges from the Löwdin analysis, given in e for atoms 1 to 6: Br 0.79; N -0.07; N -0.24; C -0.34; C 0.02; C -0.09

***

Each structure's energy above the most stable one, in eV: version A 0.456; version B 0.000.

***

Version A
Formula: C7H15NO2
Source: the Open Molecules 2025 dataset
Level of theory: the ωB97M-V functional and the def2-TZVPD basis

```
! wB97M-V def2-TZVPD RIJCOSX def2/J DEFGRID3
* xyz 0 1
O 0.68 -0.38 -3.69
O 1.09 3.17 0.20
N -1.73 1.28 -0.84
C 0.21 -0.70 1.62
C 1.57 -1.15 1.02
C 1.27 -2.41 0.23
C -0.48 0.73 -0.55
C -1.78 0.77 1.31
C -0.51 0.31 0.77
C -2.52 1.26 0.26
H 0.26 1.04 -1.25
H 0.89 -1.28 -3.41
H 0.22 3.58 0.30
H 1.29 -2.07 -0.81
H 0.49 -3.12 0.46
H -3.60 1.41 0.31
H 2.25 -1.28 1.88
H 0.29 -0.07 2.52
H 1.90 -0.37 0.33
H -0.12 -0.19 -3.14
H -2.11 1.44 -1.75
H 2.10 -3.13 0.08
H -0.50 -1.51 1.70
H 0.86 2.23 0.16
H -2.03 0.43 2.30
*
```

Computed properties:
structure (SMILES): CCCc1cc[nH]c1.O.O
highest occupied orbital energy: -8.6 eV
lowest unoccupied orbital energy: 0.6 eV

Atom charges from the Löwdin analysis, given in e for atoms 1 to 6: O -0.07; O -0.07; N 0.01; C -0.17; C -0.22; C -0.12

***

Version B
Formula: C7H15NO2
Source: the Open Molecules 2025 dataset
Level of theory: the ωB97M-V functional and the def2-TZVPD basis

```
! wB97M-V def2-TZVPD RIJCOSX def2/J DEFGRID3
* xyz 0 1
O -2.79 -1.33 0.69
O -2.48 -2.28 -1.91
N 0.23 -1.78 -0.87
C 0.66 -2.39 0.26
C 0.98 -0.17 0.47
C 1.40 2.80 -0.76
C 0.64 2.35 0.50
C 1.34 1.13 1.12
C 0.33 -0.42 -0.70
C 1.20 -1.45 1.09
H -0.36 -2.20 -1.58
H -0.26 0.21 -1.36
H -2.77 -1.51 -2.42
H 1.52 1.91 -1.38
H 1.23 1.08 2.21
H -2.96 -0.40 0.89
H -3.18 -1.78 1.45
H 2.42 1.32 1.08
H 1.47 -1.55 2.13
H -0.40 2.12 0.26
H 0.68 -3.45 0.45
H 2.33 3.31 -0.51
H 0.85 3.51 -1.39
H -2.77 -2.18 -0.98
H 0.67 3.14 1.24
*
```

Computed properties:
structure (SMILES): CCCc1cc[nH]c1.O.O
highest occupied orbital energy: -7.8 eV
lowest unoccupied orbital energy: 0.4 eV

Atom charges from the Löwdin analysis, given in e for atoms 1 to 6: O -0.04; O -0.08; N 0.02; C -0.15; C -0.25; C -0.11

***

Each structure's energy above the most stable one, in eV: version A 1.439; version B 0.000.

***

Version A
Formula: C6H14O2
Source: the Open Molecules 2025 dataset
Level of theory: the ωB97M-V functional and the def2-TZVPD basis

```
! wB97M-V def2-TZVPD RIJCOSX def2/J DEFGRID3
* xyz 1 2
O -0.06 1.36 3.12
O -2.55 2.71 1.95
C 2.25 -0.50 -1.32
C -0.18 -0.67 -1.15
C 1.25 -1.87 0.55
C 1.15 -1.04 -0.72
C -1.25 -1.46 -1.43
C -0.37 0.78 -1.46
H 1.58 -2.87 0.26
H -2.23 -1.29 -1.86
H -1.17 1.18 -0.80
H 1.97 -1.42 1.23
H 0.39 1.52 -1.20
H 0.31 -1.81 1.08
H 0.24 2.19 2.69
H 0.67 0.84 2.72
H -1.32 -2.50 -1.11
H -0.78 1.00 -2.45
H -2.79 2.75 1.04
H 2.17 -0.05 -2.31
H 3.26 -0.62 -0.97
H -2.56 1.77 2.14
*
```

Computed properties:
⟨S²⟩: 0.80
highest occupied orbital energy (spin up / spin down): -14.0 / -13.9 eV
lowest unoccupied orbital energy (spin up / spin down): -5.1 / -8.4 eV

Atom charges from the Löwdin analysis, given in e for atoms 1 to 6: O -0.07; O -0.04; C 0.21; C -0.24; C 0.00; C -0.24

***

Version B
Formula: C6H14O2
Source: the Open Molecules 2025 dataset
Level of theory: the ωB97M-V functional and the def2-TZVPD basis

```
! wB97M-V def2-TZVPD RIJCOSX def2/J DEFGRID3
* xyz 1 2
O 1.45 -2.74 -1.45
O -3.11 -1.15 0.33
C -1.01 1.21 -1.04
C -0.68 1.30 0.45
C -1.02 2.31 -1.77
C 0.68 0.81 0.62
C 2.40 -0.75 1.47
C 1.01 -0.40 1.23
H -2.77 -0.28 0.13
H 2.63 -1.46 2.26
H 1.55 -3.54 -0.94
H -3.97 -0.90 0.69
H -0.72 2.35 0.73
H -1.17 0.21 -1.35
H 0.26 -1.11 1.54
H -0.65 3.28 -1.46
H 0.59 -2.71 -1.87
H 2.99 0.17 1.52
H -1.41 0.93 1.15
H 2.79 -1.24 0.56
H 1.43 1.34 0.04
H -1.24 2.38 -2.83
*
```

Computed properties:
⟨S²⟩: 0.75
highest occupied orbital energy (spin up / spin down): -14.4 / -14.5 eV
lowest unoccupied orbital energy (spin up / spin down): -4.4 / -8.0 eV

Atom charges from the Löwdin analysis, given in e for atoms 1 to 6: O -0.05; O -0.05; C -0.13; C -0.19; C 0.07; C 0.05

***

Each structure's energy above the most stable one, in eV: version A 0.435; version B 0.000.

***

Version A
Formula: C5H7P
Source: the Open Molecules 2025 dataset
Level of theory: the ωB97M-V functional and the def2-TZVPD basis

```
! wB97M-V def2-TZVPD RIJCOSX def2/J DEFGRID3
* xyz 0 1
P -3.37 -0.19 0.86
C -0.24 0.20 0.60
C 0.96 -0.76 0.79
C 1.12 0.21 -0.05
C -1.65 -0.46 0.37
C 1.83 0.93 -1.18
H -1.59 -1.18 -0.38
H -0.44 0.99 1.33
H 2.89 0.72 -1.01
H 1.13 -1.52 1.49
H -3.86 -1.29 0.25
H 1.56 0.38 -2.00
H 1.66 1.98 -1.09
*
```

Computed properties:
structure (SMILES): [H]/P=C/[C@H]1C=C1C
highest occupied orbital energy: -8.3 eV
lowest unoccupied orbital energy: 0.3 eV

Atom charges from the Löwdin analysis, given in e for atoms 1 to 6: P 0.72; C -0.28; C 0.07; C -0.21; C -0.43; C -0.01

***

Version B
Formula: C5H7P
Source: the Open Molecules 2025 dataset
Level of theory: the ωB97M-V functional and the def2-TZVPD basis

```
! wB97M-V def2-TZVPD RIJCOSX def2/J DEFGRID3
* xyz 0 1
P 0.46 -0.17 -2.77
C 0.07 -0.83 -1.09
C -0.03 0.18 -0.01
C -0.05 1.47 -0.12
C 0.40 1.42 -2.76
C -0.12 -0.39 1.39
H 0.10 0.25 2.20
H -0.88 -1.37 -1.15
H -1.21 -0.84 1.45
H -0.34 2.19 0.55
H 0.67 -1.14 1.60
H 0.62 -1.64 -0.75
H 0.80 2.37 -2.94
*
```

Computed properties:
highest occupied orbital energy (spin up / spin down): -8.0 / -8.5 eV
lowest unoccupied orbital energy (spin up / spin down): 0.2 / -0.1 eV

Atom charges from the Löwdin analysis, given in e for atoms 1 to 6: P 0.81; C -0.42; C -0.50; C 0.14; C -0.29; C -0.08

***

Each structure's energy above the most stable one, in eV: version A 0.000; version B 1.367.

***

Version A
Formula: C37H37BiN4P
Source: the Open Molecules 2025 dataset
Level of theory: the ωB97M-V functional and the def2-TZVPD basis

```
! wB97M-V def2-TZVPD RIJCOSX def2/J DEFGRID3
* xyz -1 1
Bi 0.46 1.79 0.12
P -0.51 -0.65 -1.90
N 0.25 5.49 5.52
N -0.05 4.00 1.28
N -2.54 7.38 2.58
N 0.70 0.50 1.58
C -1.79 1.48 0.15
C -0.27 1.24 -3.94
C -2.29 -2.27 -0.52
C 1.17 0.83 -4.05
C -2.08 2.66 -4.73
C -3.06 -0.33 1.27
C -3.10 -2.62 0.55
C 1.72 -1.41 2.58
C -2.49 1.07 -2.99
C -0.37 -2.12 -2.99
C -2.77 -2.11 -3.87
C -3.49 -1.63 1.45
C 0.91 -2.69 -2.99
C 2.68 -1.99 3.39
C -1.16 0.64 -3.03
C -0.38 4.70 2.14
C 4.22 2.79 2.58
C 0.23 -4.31 -4.61
C 3.67 0.13 3.82
C -2.95 2.07 -3.83
C -1.04 -3.75 -4.61
C -0.20 5.52 4.46
C 0.65 -2.29 1.94
C 3.66 -1.24 4.03
C -0.24 -2.92 3.01
C -1.37 -2.66 -3.81
C -0.76 2.25 -4.78
C -0.77 5.59 3.15
C 1.72 0.00 2.36
C -1.86 -0.96 -0.72
C 2.81 2.27 2.84
C -2.24 0.04 0.20
C 1.25 -3.35 1.02
C -1.74 6.58 2.84
C 2.74 0.76 2.99
C 1.21 -3.78 -3.79
C 2.17 2.95 4.05
H 0.34 -3.57 3.67
H -3.17 0.60 -2.29
H 1.15 2.61 4.20
H -3.34 0.43 1.98
H 0.03 -1.62 1.34
H 2.21 -4.21 -3.77
H -2.15 2.02 -0.73
H -1.81 -4.18 -5.24
H 1.75 1.58 -4.59
H -2.83 -1.29 -4.60
H 2.16 4.04 3.93
H -0.72 -2.15 3.62
H -3.10 -1.71 -2.91
H 1.63 0.69 -3.06
H 0.45 -3.95 0.55
H -1.03 -3.53 2.55
H -3.46 -2.89 -4.18
H -2.11 2.01 1.04
H 4.19 3.86 2.34
H 4.86 2.67 3.45
H -3.99 2.39 -3.77
H 1.27 -0.12 -4.58
H 1.91 -4.03 1.56
H 1.67 -2.28 -2.34
H 2.66 -3.07 3.54
H 1.83 -2.89 0.22
H 4.40 -1.71 4.67
H -2.42 3.45 -5.39
H -4.11 -1.88 2.30
H -3.41 -3.65 0.69
H 2.21 2.55 1.97
H 0.44 -5.16 -5.24
H 4.42 0.73 4.32
H 2.74 2.71 4.96
H -0.07 2.72 -5.47
H -1.96 -3.05 -1.20
H 4.69 2.26 1.74
*
```

Computed properties:
highest occupied orbital energy: -4.1 eV
lowest unoccupied orbital energy: 2.2 eV

Atom charges from the Löwdin analysis, given in e for atoms 1 to 6: Bi 1.44; P 1.06; N 0.11; N 0.02; N 0.10; N -0.30

***

Version B
Formula: C37H37BiN4P
Source: the Open Molecules 2025 dataset
Level of theory: the ωB97M-V functional and the def2-TZVPD basis

```
! wB97M-V def2-TZVPD RIJCOSX def2/J DEFGRID3
* xyz -1 1
Bi -1.57 -1.08 -0.16
P 0.73 0.47 1.06
N -7.70 -1.62 1.26
N -3.39 -2.43 1.93
N -5.68 0.14 4.82
N -1.20 -0.58 -2.02
C -0.67 0.97 -3.80
C 0.10 -2.55 0.65
C 2.53 -3.14 0.68
C -1.23 1.83 2.25
C 1.06 0.40 -5.42
C 3.29 -0.62 1.48
C -4.37 -1.91 2.27
C 2.06 1.98 3.71
C -1.65 2.64 -2.08
C -5.56 -1.28 2.67
C -3.16 1.36 -3.66
C 1.16 -0.86 -4.86
C -0.43 0.70 2.48
C 4.25 -1.61 1.33
C 1.94 -0.89 1.24
C 2.21 2.60 2.34
C -2.56 1.35 4.18
C -1.77 1.97 -3.46
C 1.53 -2.17 0.84
C -0.49 -0.29 -3.15
C -6.74 -1.47 1.89
C 2.88 3.81 2.23
C -2.28 2.17 3.09
C -0.72 -0.12 3.58
C 0.06 -1.36 3.97
C 0.54 -2.63 -3.20
C 1.75 1.99 1.16
C 2.01 2.59 -0.07
C 0.41 -1.23 -3.75
C 1.91 -2.83 -2.54
C 2.69 3.80 -0.16
C 3.86 -2.88 0.91
C 0.14 1.29 -4.89
C -5.62 -0.50 3.86
C -1.79 0.23 4.41
C 0.30 -3.69 -4.28
C 3.12 4.42 1.00
H 1.15 2.33 4.20
H -1.89 1.94 -1.28
H 0.01 2.26 -5.36
H -1.03 2.45 1.38
H -2.36 3.47 -2.01
H -0.22 -2.75 -2.44
H 2.06 -2.10 -1.74
H -2.88 3.04 2.89
H 1.13 -3.72 -5.00
H 1.86 -1.57 -5.29
H -0.39 -2.72 1.62
H -0.59 -2.23 3.97
H -1.66 2.78 -4.19
H 2.23 -4.14 0.35
H 3.60 0.38 1.77
H 0.90 -1.56 3.31
H -3.94 2.10 -3.44
H 2.00 -3.83 -2.12
H -3.29 0.50 -3.00
H -2.02 -0.41 5.25
H 5.29 -1.39 1.52
H 0.02 -3.47 0.07
H 2.88 4.25 -1.13
H 2.71 -2.69 -3.28
H -0.62 -3.49 -4.83
H 1.67 2.10 -0.98
H 4.60 -3.65 0.76
H -3.40 1.57 4.83
H -0.65 3.03 -1.91
H -3.28 1.03 -4.69
H 1.68 0.68 -6.27
H 2.91 2.25 4.34
H 0.46 -1.25 4.98
H 0.22 -4.69 -3.83
H 3.24 4.29 3.14
H 3.64 5.36 0.96
H 2.00 0.89 3.66
*
```

Computed properties:
highest occupied orbital energy: -4.6 eV
lowest unoccupied orbital energy: 1.7 eV

Atom charges from the Löwdin analysis, given in e for atoms 1 to 6: Bi 1.50; P 1.04; N 0.09; N 0.04; N 0.10; N -0.37

***

Each structure's energy above the most stable one, in eV: version A 0.000; version B 0.704.